This record from the Open Molecules 2025 dataset describes a cluster of 2 separate species, C11H22F5NO8PS2 in total. The level of theory is wB97M-V/def2-TZVPD.

Geometry as ORCA input:
```
! wB97M-V def2-TZVPD RIJCOSX def2/J DEFGRID3
* xyz -1 1
C -4.420 2.422 -1.483
C -3.209 2.613 -0.572
O -1.990 2.652 -1.352
P -0.961 1.450 -1.196
O -1.455 0.132 -1.637
C 0.394 2.062 -2.202
C 1.645 1.179 -2.235
C 1.428 -0.182 -2.915
N 1.346 -1.290 -1.935
C 0.296 -2.279 -2.202
F -0.017 -2.887 -1.006
C 0.616 -3.309 -3.305
C 0.286 -4.773 -2.971
S 2.847 -1.787 -1.450
O 3.778 -1.786 -2.527
O 3.183 -1.186 -0.215
F 2.538 -3.286 -1.143
O -0.571 1.562 0.325
C 0.140 0.493 1.019
C -0.436 0.330 2.419
H -4.937 1.488 -1.270
H -4.091 2.393 -2.521
H -5.131 3.241 -1.375
H -3.251 3.562 -0.043
H -3.142 1.816 0.167
H 0.652 3.067 -1.867
H -0.025 2.156 -3.208
H 2.421 1.734 -2.764
H 2.035 0.996 -1.232
H 2.218 -0.389 -3.637
H 0.480 -0.179 -3.452
H -0.562 -1.667 -2.467
H 1.662 -3.226 -3.597
H 0.044 -3.005 -4.183
H 1.111 -5.425 -3.256
H -0.599 -5.117 -3.505
H 0.115 -4.916 -1.907
H 0.072 -0.424 0.434
H 1.189 0.789 1.061
H 0.230 0.715 3.188
H -0.586 -0.727 2.639
H -1.393 0.838 2.512
C 1.560 1.420 7.344
F 1.721 1.319 8.677
F 1.958 2.658 6.991
F 2.419 0.553 6.775
S -0.185 1.090 6.836
O -0.915 2.119 7.542
O -0.394 -0.263 7.300
O -0.114 1.252 5.397
*
```

Values from the calculation:
Maximum force = 0.4 eV/Å
Kohn-Sham gap = 7.9 eV

=====

This record from the Open Molecules 2025 dataset describes the molecule C11H22N2O3. The level of theory is wB97M-V/def2-TZVPD.

Geometry as ORCA input:
```
! wB97M-V def2-TZVPD RIJCOSX def2/J DEFGRID3
* xyz 0 1
C 2.847 2.182 0.452
C 3.314 0.955 -0.244
C 3.063 -0.394 0.540
C 4.391 -1.139 0.332
C 1.802 -1.069 0.160
N 2.050 -1.754 -1.140
C 0.543 -0.315 -0.078
O 0.645 0.588 -0.833
N -0.693 -0.711 0.338
C -1.872 -0.225 -0.322
C -2.014 1.229 0.130
O -2.062 1.583 1.332
O -1.817 2.132 -0.865
C -3.065 -1.156 -0.152
C -3.129 -1.405 1.289
C -4.346 -0.523 -0.780
H 2.249 1.976 1.339
H 2.263 2.771 -0.235
H 3.711 2.784 0.628
H 2.850 0.812 -1.332
H 4.349 1.117 -0.490
H 2.979 -0.025 1.555
H 5.281 -0.540 0.499
H 4.544 -2.004 1.057
H 4.379 -1.782 -0.515
H 1.735 -1.848 0.979
H 2.116 -1.094 -1.883
H 1.281 -2.370 -1.212
H -0.831 -1.069 1.211
H -1.670 -0.172 -1.434
H -1.871 3.109 -0.885
H -2.670 -2.207 -0.541
H -3.966 -2.169 1.379
H -3.320 -0.491 1.830
H -2.236 -1.930 1.627
H -4.743 -0.992 -1.744
H -5.233 -0.386 -0.177
H -4.017 0.483 -1.076
*
```

Values from the calculation:
Structure (SMILES) = CC[C@H](C)[C@H](N)C(=O)N[C@H](C(=O)O)C(C)C
Maximum force = 4.8 eV/Å
Energy relative to the best compared isomer or geometry (same formula, charge and spin) = 92.2 kcal per mole
Kohn-Sham gap = 9.9 eV

=====

This record from the Open Molecules 2025 dataset describes the molecule C11H22N2O3. The level of theory is wB97M-V/def2-TZVPD.

Geometry as ORCA input:
```
! wB97M-V def2-TZVPD RIJCOSX def2/J DEFGRID3
* xyz 0 1
C -3.364 2.833 1.562
C -1.951 2.951 1.076
C -1.192 3.331 2.313
C -1.465 1.717 0.357
C 0.000 1.661 -0.180
N 0.405 3.004 -0.622
C 0.049 0.760 -1.407
O -0.167 1.200 -2.517
N 0.203 -0.580 -1.287
C 0.934 -1.362 -0.232
C 2.030 -2.245 -0.839
O 1.908 -2.678 -1.943
O 3.095 -2.558 -0.039
C 0.006 -2.193 0.720
C 0.615 -2.636 2.035
C -0.574 -3.424 -0.036
H -4.048 2.352 0.853
H -3.748 3.845 1.820
H -3.370 2.261 2.519
H -1.834 3.769 0.343
H -1.239 2.526 3.081
H -1.529 4.267 2.829
H -0.084 3.519 2.123
H -1.684 0.770 0.941
H -2.090 1.641 -0.534
H 0.725 1.351 0.616
H -0.121 3.186 -1.498
H 1.332 2.957 -0.933
H 0.093 -0.988 -2.190
H 1.324 -0.557 0.478
H 3.603 -3.159 -0.574
H -0.855 -1.496 0.863
H 1.101 -1.762 2.467
H 1.335 -3.434 1.791
H -0.084 -2.968 2.831
H 0.216 -4.034 -0.539
H -1.283 -3.100 -0.860
H -1.231 -3.981 0.706
*
```

Values from the calculation:
Structure (SMILES) = CC(C)C[C@H](N)C(=O)N[C@H](C(=O)O)C(C)C
Maximum force = 3.0 eV/Å
Energy relative to the best compared isomer or geometry (same formula, charge and spin) = 36.5 kcal per mole
Kohn-Sham gap = 10.1 eV

=====

This record from the Open Molecules 2025 dataset describes the molecule C11H22N2O3S. The level of theory is wB97M-V/def2-TZVPD.

Geometry as ORCA input:
```
! wB97M-V def2-TZVPD RIJCOSX def2/J DEFGRID3
* xyz 0 1
C -1.331 3.431 -0.224
S 0.191 2.696 -0.876
C 1.054 2.256 0.643
C 2.439 1.580 0.568
C 2.443 0.332 -0.220
N 1.636 -0.704 0.232
C 0.953 -1.515 -0.591
O 1.305 -1.710 -1.799
C -0.154 -2.370 0.068
N 0.001 -2.166 1.556
C -1.513 -1.962 -0.523
C -1.905 -0.487 -0.467
C -2.083 -0.019 0.949
C -3.215 -0.502 -1.220
C 3.867 -0.119 -0.335
O 4.873 0.534 0.042
O 4.115 -1.284 -0.994
H -1.737 3.671 -1.313
H -1.925 2.670 0.243
H -1.281 4.290 0.462
H 1.131 3.077 1.383
H 0.469 1.515 1.064
H 3.132 2.176 0.087
H 2.866 1.173 1.513
H 2.222 0.588 -1.372
H 0.976 -0.638 1.129
H 0.308 -3.248 -0.315
H -0.758 -2.681 2.116
H 0.886 -2.741 1.878
H -2.261 -2.504 0.116
H -1.580 -2.398 -1.542
H -1.230 0.220 -0.961
H -2.809 0.851 1.070
H -1.055 0.209 1.391
H -2.519 -1.078 1.539
H -4.028 -0.910 -0.311
H -3.423 0.609 -1.590
H -3.247 -1.161 -2.188
H 3.188 -1.684 -1.206
*
```

Values from the calculation:
Structure (SMILES) = CSCC[C@H](NC(=O)[C@@H](N)CC(C)C)C(=O)O
Maximum force = 5.3 eV/Å
Energy relative to the best compared isomer or geometry (same formula, charge and spin) = 90.1 kcal per mole
Kohn-Sham gap = 9.4 eV

=====

This record from the Open Molecules 2025 dataset describes a cluster of 2 separate species, C11H22N3 in total. The level of theory is wB97M-V/def2-TZVPD.

Geometry as ORCA input:
```
! wB97M-V def2-TZVPD RIJCOSX def2/J DEFGRID3
* xyz 1 1
C -3.071 0.227 -0.612
C -1.951 0.864 -0.116
C -2.481 -1.667 0.891
C -3.496 -1.107 0.003
C -1.163 0.259 0.898
C 1.550 1.458 3.122
C 1.373 -0.885 2.259
C 0.946 -0.370 -3.389
C 1.763 1.280 -1.693
C 0.601 0.324 2.721
C 0.576 0.423 -2.130
N -1.471 -1.041 1.292
N -0.163 0.842 1.481
N 0.156 -0.681 -1.200
H -3.724 0.594 -1.436
H -1.658 1.778 -0.459
H -2.718 -2.710 1.191
H -4.384 -1.024 0.615
H -3.722 -1.810 -0.919
H 1.762 1.449 4.208
H 2.478 1.495 2.729
H 1.075 2.436 2.846
H 0.925 -1.381 1.431
H 1.476 -1.545 3.099
H 2.270 -0.483 1.895
H 1.280 0.285 -4.163
H 1.843 -0.957 -2.976
H 0.320 -1.023 -3.782
H 1.620 2.282 -2.005
H 2.616 0.971 -2.373
H 1.937 1.220 -0.665
H -0.144 0.173 3.437
H -0.310 1.123 -2.368
H -0.094 1.806 1.391
H 0.859 -1.306 -0.750
H -0.595 -1.150 -1.656
*
```

Values from the calculation:
Maximum force = 6.1 eV/Å
Energy relative to the best compared isomer or geometry (same formula, charge and spin) = 19.9 kcal per mole
Kohn-Sham gap = 7.7 eV

=====

This record from the Open Molecules 2025 dataset describes a cluster of 2 separate species, C11H22N3 in total. The level of theory is wB97M-V/def2-TZVPD.

Geometry as ORCA input:
```
! wB97M-V def2-TZVPD RIJCOSX def2/J DEFGRID3
* xyz 1 1
C 1.257 1.597 0.992
C 2.583 1.346 0.876
C 1.789 0.736 -1.129
C 0.684 1.127 -0.217
C -1.204 -1.151 1.181
C -0.528 -2.397 -1.030
C -3.036 1.323 -0.901
C -1.939 2.092 1.203
C 2.121 -2.284 0.009
C -0.689 0.979 -0.658
C -0.165 -1.485 0.147
N 2.976 0.912 -0.295
N -1.847 1.369 -0.120
N 1.056 -1.604 0.611
H 0.719 1.997 1.841
H 3.302 1.562 1.583
H 1.717 1.533 -1.862
H -0.820 -0.281 1.754
H -1.367 -2.078 1.780
H -2.209 -0.921 0.670
H -1.407 -2.027 -1.440
H -0.761 -3.393 -0.770
H 0.386 -2.426 -1.741
H -3.655 0.343 -0.669
H -3.513 2.226 -0.895
H -2.930 1.253 -1.944
H -2.247 1.318 1.943
H -0.996 2.645 1.279
H -2.821 2.867 1.052
H 3.127 -2.308 0.500
H 1.918 -3.321 -0.115
H 2.357 -1.882 -1.013
H -0.851 0.717 -1.709
H 3.883 0.927 -0.655
H 1.277 -1.029 1.441
H 1.835 -0.282 -1.696
*
```

Values from the calculation:
Maximum force = 5.3 eV/Å
Energy relative to the best compared isomer or geometry (same formula, charge and spin) = 47.6 kcal per mole
Kohn-Sham gap = 6.1 eV